(1)
C36H67N5O | wB97M-V/def2-TZVPD

```
109
Properties=species:S:1:pos:R:3
O 5.6023 2.9897 1.1697
N -2.1523 -1.5660 3.4107
N 7.2863 1.6639 0.3575
N 0.1237 -6.9187 5.5154
N -3.5851 -0.0965 -6.4476
N 10.4729 -0.9513 -2.1269
C -4.2464 0.4347 -7.2206
C -3.6158 1.2246 -3.1017
C -1.1721 2.0723 -2.9899
C -5.4456 1.4269 4.4497
C 1.9437 1.4929 -1.4981
C -0.4083 2.4875 -1.7118
C 5.1309 1.2764 -0.4902
C -3.0577 -6.6628 4.0806
C -3.9853 0.9785 4.4570
C 7.2628 0.2547 -0.0567
C -4.5889 0.2794 -2.3884
C -6.0081 1.7007 3.0531
C 3.2844 1.3662 -2.2297
C -5.1613 0.8783 -1.1048
C 4.4193 2.1344 -1.5378
C 1.1012 2.7022 -1.9223
C 11.2251 0.6030 -0.1690
C -5.8038 0.5436 2.0749
C -5.0891 1.1110 -8.2053
C 5.9818 2.1053 0.4537
C -0.0940 -2.4149 4.7706
C -2.1448 0.8908 -2.8155
C -6.7488 0.5949 0.8674
C -6.1308 -0.0477 -0.3794
C -2.6087 -7.5304 2.9117
C 10.8001 -0.2742 -1.2597
C -0.7957 -6.3795 5.0893
C -1.9678 -5.6925 4.5486
C 13.7149 0.3586 -0.6296
C 0.2333 -0.2413 6.0502
C 12.5424 1.3200 -0.4840
C 6.0971 0.2285 -1.0548
C -7.0278 1.4836 -6.6008
C -0.0100 -1.7423 6.1457
C -6.0254 2.1312 -7.5477
C -1.2414 -1.9464 3.9963
H -0.8488 3.3945 -1.2915
H 14.6398 0.9044 -0.8131
H 13.5614 -0.3277 -1.4635
H -2.3650 -5.0328 5.3227
H -0.5906 0.2609 5.5404
H -7.7006 2.2311 -6.1815
H -5.9252 -0.4051 2.6101
H -0.9315 -1.9344 6.6985
H 11.3259 0.0040 0.7384
H -4.4400 1.5987 -8.9338
H -5.5746 2.6203 2.6459
H 0.8197 -2.2272 4.2039
H -3.7036 0.6260 5.4546
H -1.6521 -5.0555 3.7194
H -3.8144 2.2528 -2.7728
H 1.2998 2.9194 -2.9766
H -5.6655 0.3561 -8.7435
H -5.4301 2.8702 -7.0086
H -0.5452 1.7035 -0.9598
H 3.1667 1.7226 -3.2568
H -3.3086 1.8027 4.2119
H 4.0448 3.0414 -1.0554
H 12.7398 2.0282 0.3224
H -0.4463 1.8441 -3.7750
H -6.0598 0.6538 4.9252
H -6.9740 1.6441 0.6450
H 7.8292 1.9085 1.1764
H 4.3775 0.7637 0.1212
H 7.0473 -0.3848 0.8092
H -4.7697 0.5501 1.7131
H -1.7435 2.9345 -3.3489
H 0.3276 0.1977 7.0429
H 13.8502 -0.2350 0.2765
H -7.6749 0.0708 1.1171
H -4.3186 1.1109 -0.4410
H 8.2138 -0.0759 -0.4731
H -0.1773 -3.4965 4.8891
H -5.5784 -0.9378 -0.0525
H -2.3007 -6.9155 2.0641
H -3.7883 0.1565 3.7690
H -5.5395 2.3230 5.0713
H 6.4722 0.4840 -2.0480
H 1.1519 -0.0274 5.5006
H 5.1629 2.4410 -2.2810
H 12.4235 1.9047 -1.3975
H -2.0856 0.5172 -1.7866
H -1.7681 -8.1669 3.1919
H -1.8559 0.0654 -3.4720
H 3.5625 0.3093 -2.2949
H -5.6703 1.8218 -1.3368
H 1.3514 0.5895 -1.6887
H -6.5521 2.6651 -8.3405
H 10.4296 1.3297 0.0086
H -5.4136 -0.0198 -3.0437
H -6.9136 -0.3582 -1.0786
H 1.4126 3.5863 -1.3569
H -7.0886 1.8614 3.1548
H -6.5221 0.9873 -5.7709
H -3.3630 -7.2931 4.9176
H 0.7992 -2.2181 6.7016
H -3.9277 -6.0717 3.7911
H -7.6347 0.7399 -7.1208
H -4.0603 -0.6397 -2.1067
H -3.4198 -8.1770 2.5785
H -3.7846 1.1942 -4.1802
H 2.1075 1.5261 -0.4149
H 5.7032 -0.7870 -1.0965
```

The largest force on an atom comes out at 0.8 eV/A. The calculation puts the gap between HOMO and LUMO at 10.04 eV. The SMILES is CCCCCCCCCCCCCCCC[C@H]1CCNC1=O.CCCC#N.CCCC#N.CCCC#N.CCCC#N. Its molar mass is 585.97 g mol⁻¹. Its charge is 0.

=====

(2)
C36H68Cl19NO8S2 | wB97M-V/def2-TZVPD

```
134
Properties=species:S:1:pos:R:3
Cl -1.4957 10.0932 2.9570
Cl 1.3384 -1.5369 5.4780
Cl -1.6381 5.7686 -3.8289
Cl 2.6324 10.5460 1.3433
Cl -3.0343 0.6055 -2.8689
Cl 4.3414 2.2503 -2.1469
Cl -0.4025 -3.6876 7.3800
Cl -3.5301 -2.2634 5.2551
Cl 10.1312 -0.1522 -3.8181
Cl 0.6483 7.1411 -1.7671
Cl -6.8463 -2.3759 5.8186
Cl 1.0698 2.9291 -2.5887
Cl -3.1083 -2.4854 -2.5966
Cl 2.0267 8.9387 4.2336
Cl -0.6002 -3.8934 -7.0378
Cl -2.2144 8.0124 0.3469
Cl -0.3533 -1.0726 -5.2013
Cl 5.8178 -0.4043 -0.4015
Cl 9.5284 0.2844 -7.1460
S -6.7572 -2.0090 1.7140
S 5.2157 -1.4082 -2.0473
O 5.2856 -0.5569 -3.1889
O -1.9775 -5.8598 -1.4172
O -1.5234 -4.2819 2.4302
O -6.7785 -0.4755 2.1811
O -7.5641 -2.7245 2.6375
O 5.9651 -2.6258 -2.0932
O 2.5802 -6.3547 -2.9254
O -7.0482 -2.0186 0.3150
N -2.4781 -4.0765 -0.0606
C -4.3417 -2.0396 6.8318
C -1.7576 -2.9323 0.4798
C 8.5781 -0.3904 -4.6673
C 1.1688 -0.9732 -1.4198
C 0.3491 -1.7208 -0.3573
C -1.3782 -5.0617 4.6945
C 2.3695 4.1236 -2.3100
C 2.6526 -0.8456 -1.0233
C -1.7555 -4.7387 -1.0091
C 3.5491 -1.8991 -1.6730
C 1.9684 -5.0709 -3.0196
C -0.7829 -3.4640 1.5600
C 0.4825 -5.2067 -3.3082
C -0.7859 7.9529 1.4146
C -1.6088 -1.4271 -6.4175
C -4.1744 -1.9549 0.8300
C -1.9518 -2.8949 -6.4391
C -0.6071 -3.8317 -1.4396
C 0.8283 -2.5414 7.9701
C -0.7094 -5.0276 3.3359
C -0.0391 7.8923 -3.2358
C -1.4805 7.5000 -3.4347
C -0.9521 -2.4405 -0.7938
C -5.0580 -2.4439 1.9768
C -1.7471 -1.5728 -1.8337
C -1.4419 0.8127 -0.7680
C -0.2957 -3.9387 -2.9355
C -2.3587 -0.2207 -1.4058
C 3.6681 3.6971 -2.9422
C 2.4022 11.2993 2.9440
C 8.7679 -0.9163 -6.0651
C 0.8092 -1.2672 7.1618
C -1.1068 8.3556 2.8292
C -5.5763 -2.8953 6.9478
C 2.9641 10.4463 4.0544
C -2.6758 -1.9087 1.1887
H -6.7534 0.0766 1.3870
H -3.6206 -2.3218 7.5980
H 2.8965 10.9822 4.9991
H -1.2193 -3.9337 -3.5075
H 0.1328 -1.0292 0.4619
H -0.3410 -2.6270 2.1205
H 0.0930 -6.0733 -2.7743
H 0.2748 -4.5525 3.4135
H 3.7056 -2.7557 -1.0217
H 0.3362 -5.3949 -4.3726
H 3.1591 -6.3805 -2.1625
H -2.7977 -3.0619 -7.1034
H -2.4923 -0.8552 -6.1378
H 3.5391 3.4579 -3.9947
H -0.0274 8.6022 0.9839
H -2.0646 7.6916 -2.5392
H -0.2196 8.1995 3.4373
H 1.3348 11.4590 3.0767
H -5.0777 -3.5298 2.0817
H -1.0587 -1.3681 -2.6500
H 1.0068 -2.4791 0.0694
H -0.6908 1.1532 -1.4755
H -1.9477 7.7976 3.2313
H 2.4610 -4.5175 -3.8272
H 0.2648 -4.2591 -0.9331
H 3.1822 -2.2201 -2.6486
H -2.2970 -0.9077 0.9885
H -3.2236 -0.4029 -0.7806
H 2.9972 0.1499 -1.3017
H 0.7922 0.0356 -1.5664
H 2.9138 12.2599 2.9263
H -2.2047 -3.2479 -5.4421
H 1.7934 -3.0373 7.9081
H 1.0987 -1.4814 -2.3825
H -0.6729 -5.3610 5.4671
H 0.0427 8.9701 -3.1094
H 4.4019 4.4951 -2.8427
H 8.0541 0.5616 -4.6681
H 7.7958 -1.1581 -6.4909
H -2.2439 -5.7253 4.6733
H 2.7586 -0.9091 0.0608
H 3.9981 10.1693 3.8687
H 1.4914 -0.5412 7.6001
H -1.7433 -4.0572 4.8883
H 0.0436 -4.0299 1.1191
H -4.7608 -1.9751 2.9137
H 0.2757 -3.0758 -3.2807
H -0.1912 -0.8439 7.1212
H -4.5061 -0.9434 0.5817
H -4.3462 -2.5447 -0.0686
H -1.2388 -1.0792 -7.3780
H -5.3499 -3.9366 6.7319
H 2.0289 5.0644 -2.7348
H -5.9729 -2.8178 7.9589
H 9.3930 -1.8052 -6.0717
H -3.1431 -4.5825 0.5024
H 0.5747 7.5830 -4.0779
H 2.4764 4.2433 -1.2346
H 8.0016 -1.1066 -4.0846
H -0.5672 -6.0319 2.9231
H -0.9682 0.4523 0.1442
H -2.5613 -2.0505 2.2641
H 0.6086 -2.3184 9.0126
H -1.8962 8.0636 -4.2681
H 2.1089 -4.5275 -2.0775
H -2.0408 1.6850 -0.5097
H -0.4234 6.9263 1.3999
H -4.5772 -0.9829 6.9276
```

The largest force on an atom comes out at 1.6 eV/A. The calculation puts the gap between HOMO and LUMO at 9.33 eV. The SMILES is CCOC[C@]1(CCCS(=O)(=O)O)NC(=O)[C@@H](CCCO)[C@@]1(CCCCS(=O)(=O)Cl)[C@@H](Cl)[C@@H](C)Cl.ClCCCl.ClCCCl.ClCCCl.ClCCCl.ClCCCl.ClCCCl.ClCCCl.ClCCCl. Its molar mass is 1380.68 g mol⁻¹. Its charge is 0.